No. 1
Density functional theory data (ωB97M-V/def2-TZVPD) for an isolated molecule of C5H6N2O in a non-equilibrium geometry.

## Properties
**Gap between HOMO and LUMO**: 8.24 eV
**Energy above the lowest of the compared OMol25 structures with the same formula, charge and spin**: 118.76 kcal/mol
**Largest force on an atom**: 0.2886 hartree/bohr
**HOMO**: -8.5 eV
**SMILES**: C=Cn1nccc1O

Structure (ORCA input):
```
! RIJCOSX wB97M-V def2-TZVPD def2/J DEFGRID3
* xyz 0 1
O -1.41495 -1.18805 -0.85094
N 0.35407 0.11169 0.16723
N 1.41867 0.82804 -0.33794
C 1.51808 0.49961 -1.61322
C -0.16432 -0.58769 -0.93541
C 0.03761 -0.14145 1.64696
C -1.18930 0.62362 2.08003
C 0.65939 -0.29235 -1.99400
H -1.35024 0.59953 3.19149
H 1.10696 -0.37454 2.20846
H 0.01774 -0.25539 -2.96204
H -1.98638 0.95794 1.47369
H 2.36214 0.93178 -2.19079
H -1.36949 -1.71273 0.11645
*
```

=====

No. 2
Density functional theory data (ωB97M-V/def2-TZVPD) for a cluster of 4 separate species, C19H37F3N3O7 in total.

## Properties
**Gap between HOMO and LUMO**: 7.21 eV
**Largest force on an atom**: 0.0178 hartree/bohr
**HOMO**: -10.2 eV

Structure (ORCA input):
```
! RIJCOSX wB97M-V def2-TZVPD def2/J DEFGRID3
* xyz 1 1
F 0.55952 -2.36836 -1.63417
F 0.69413 -1.31036 -3.50570
F 0.00885 -0.28648 -1.74423
O -1.62750 1.54483 2.68208
O -8.01170 1.73742 0.22677
O -7.00067 -0.09314 -1.85344
O 3.94307 -1.73284 2.96102
O 8.31896 -3.30695 -1.32304
O 5.28787 0.16489 1.15363
O -3.50570 0.08574 0.95046
N 5.58512 -1.11361 -2.96061
N 7.97213 -1.27468 -2.52745
N 5.07862 0.71899 -2.00171
C -7.02191 0.74424 0.43480
C 5.80568 0.80808 2.31644
C 6.43417 0.56114 -1.81959
C -2.43604 -0.08075 0.04144
C -7.42294 0.85620 -2.81404
C -3.18048 -0.28780 2.28073
C 6.75365 -0.60869 -2.41349
C 2.90641 -0.77659 3.13054
C 4.57112 -0.28683 -2.69063
C 2.30689 -0.79415 -1.82950
C 3.16299 -0.53462 -3.08344
C 5.49069 -1.24040 1.15745
C -9.30514 1.21252 -0.01483
C 4.26697 -2.00575 1.61909
C -2.80950 0.90206 3.13736
C 0.87818 -1.19899 -2.18421
C -1.88095 2.69264 1.89077
C -6.21255 0.46115 -0.81037
C 8.13015 -2.31553 -1.88728
H -2.65945 0.51059 -0.84602
H -1.49190 0.26569 0.46751
H 6.35511 -1.49912 1.77518
H -0.96330 2.93206 1.35466
H 4.53955 1.49255 -1.64390
H -9.77697 0.90356 0.92417
H -3.63866 1.61471 3.17966
H -9.90261 2.00458 -0.46303
H -2.33663 -1.13209 -0.25244
H 5.71623 -1.53709 0.12281
H -7.77607 1.77804 -2.34698
H -6.34409 1.12184 1.20628
H 5.52217 -1.98400 -3.46644
H -2.15178 3.54480 2.52246
H -2.67966 2.51926 1.16649
H 3.16360 -1.44411 -3.68092
H 5.34755 1.79282 2.37943
H 5.57006 0.24774 3.22097
H -5.44361 -0.27152 -0.56089
H 4.48355 -3.07639 1.54687
H 2.27218 0.09132 -1.20114
H -9.27601 0.36190 -0.69871
H -2.61513 0.55198 4.15496
H 3.02347 0.07318 2.45415
H 3.41164 -1.79004 0.96617
H -7.47821 -0.17908 0.80658
H -6.60574 1.09671 -3.50425
H 7.09794 1.22950 -1.30594
H -5.71129 1.37293 -1.15364
H -4.06738 -0.76374 2.70874
H 2.95673 -0.41863 4.15608
H -2.37030 -1.02416 2.28189
H 6.89105 0.92412 2.23821
H -8.23971 0.41168 -3.38022
H 1.92820 -1.23849 2.96593
H 2.76031 0.26224 -3.70326
H 2.74904 -1.61878 -1.27632
*
```

=====

No. 3
Density functional theory data (ωB97M-V/def2-TZVPD) for a structure of composition C17H32ClN2O5P2Pr in a non-equilibrium geometry.

## Properties
**Gap between HOMO and LUMO (spin up / spin down)**: 5.60 / 5.61 eV
**Energy above the lowest of the compared OMol25 structures with the same formula, charge and spin**: 36.31 kcal/mol
**Expectation value of S²**: 2.00
**Largest force on an atom**: 0.1475 hartree/bohr
**HOMO (spin up / spin down)**: -14.7 / -14.7 eV

Structure (ORCA input):
```
! RIJCOSX wB97M-V def2-TZVPD def2/J DEFGRID3
* xyz 2 3
Pr 1.14570 0.17937 0.26497
Cl 2.98845 0.16539 2.16355
P 2.58147 1.94644 -1.41362
P 1.15669 -2.66984 0.27373
O -2.21390 -1.34378 -0.13592
O 3.10701 -1.73973 -2.43161
O -4.49383 2.67730 -0.00589
O -0.80928 1.73135 -2.44177
O 0.39244 -1.02297 -3.46514
N -2.83832 1.91980 -1.37053
N -1.13341 0.67491 -0.40536
C -2.71243 1.18472 2.07300
C 0.04871 -2.59447 1.75043
C -3.29395 0.66030 0.71963
C -4.38689 -1.39837 1.84952
C 0.21936 -3.72386 -0.86714
C -3.61105 1.84724 -0.20749
C 4.90466 -1.20921 -0.71170
C -3.70030 1.99670 2.88143
C 1.74939 3.19768 -0.30701
C 2.12671 2.51900 -3.07149
C 3.80854 -1.46151 -1.53034
C -4.56101 -0.23059 0.88736
C 2.44451 -3.73190 0.97936
C 0.55553 -0.61234 -2.39559
C -2.16948 -0.11989 0.04963
C 4.30907 2.47464 -1.27403
C -1.51657 1.46936 -1.46352
H -5.30743 -1.99084 1.83770
H 2.97659 -3.15107 1.74229
H -5.40803 0.39895 1.19952
H -3.22893 2.30765 3.81749
H 0.72271 3.37658 -0.66362
H -4.59360 1.40621 3.10779
H -0.71113 -3.20513 -1.12839
H 4.91666 1.85652 -1.94500
H -3.00656 2.72432 -1.95049
H -1.80559 1.78475 1.87097
H -3.99457 2.88309 2.31110
H -3.56711 -2.04521 1.51308
H 3.13999 -4.04972 0.19838
H -0.98161 -2.36976 1.43419
H 1.03251 2.50799 -3.16551
H 1.99052 -4.60819 1.45451
H 2.55853 1.83943 -3.81398
H 5.82074 -1.39250 -1.29929
H 4.90579 -0.17134 -0.33153
H -2.38165 0.28926 2.62173
H -4.81489 -0.63369 -0.10706
H -0.02278 -4.69228 -0.41687
H 2.54641 3.51937 -3.24275
H 0.10923 -3.58037 2.23900
H 2.34133 4.11985 -0.40273
H 1.73419 2.91080 0.76786
H 4.89372 -1.88289 0.16200
H 0.80476 -3.89130 -1.77768
H 0.39316 -1.83533 2.47509
H -4.20136 -1.07820 2.88311
H 4.63410 2.33552 -0.23602
H 4.40646 3.53178 -1.54935
*
```

=====

No. 4
Density functional theory data (ωB97M-V/def2-TZVPD) for a cluster of 5 separate species, C2H14O4S in total in a non-equilibrium geometry.

## Properties
**Gap between HOMO and LUMO**: 9.70 eV
**Energy above the lowest of the compared OMol25 structures with the same formula, charge and spin**: 16.02 kcal/mol
**Largest force on an atom**: 0.0280 hartree/bohr
**HOMO**: -9.2 eV
**SMILES**: CCS.O.O.O.O

Structure (ORCA input):
```
! RIJCOSX wB97M-V def2-TZVPD def2/J DEFGRID3
* xyz 0 1
S -0.90764 0.71202 2.25709
O -1.50868 -2.27767 -0.59589
O 1.83388 -1.40084 1.11100
O 1.83056 1.20470 -2.27127
O 0.93696 -1.70332 -2.66657
C -1.17155 1.55651 -0.39077
C -0.60730 1.98014 0.95854
H -2.23791 0.71234 2.16078
H -1.04673 0.46665 -0.48853
H 1.65632 -2.25034 -2.31222
H 2.78828 -1.33092 0.95419
H -2.26152 1.67257 -0.41721
H 1.61380 0.26421 -2.34563
H -1.21995 -1.86154 0.20962
H -0.66037 1.90454 -1.29183
H 1.62049 -0.82396 1.85205
H 0.47771 1.95326 0.91523
H -0.97992 2.88296 1.39054
H 0.28948 -1.92391 -1.96978
H -2.20114 -2.92048 -0.42275
H 2.66971 1.25628 -2.72678
*
```

=====

No. 5
Density functional theory data (ωB97M-V/def2-TZVPD) for a structure of composition C2H2ClO2S in a non-equilibrium geometry.

## Properties
**Gap between HOMO and LUMO**: 8.70 eV
**Energy above the lowest of the compared OMol25 structures with the same formula, charge and spin**: 54.20 kcal/mol
**Largest force on an atom**: 0.0575 hartree/bohr
**HOMO**: -4.9 eV

Structure (ORCA input):
```
! RIJCOSX wB97M-V def2-TZVPD def2/J DEFGRID3
* xyz -1 1
Cl -0.75652 -1.53576 -2.78825
S 2.59027 -1.70699 -1.00562
O 2.97643 -0.45259 -0.40538
O 2.45830 -2.68951 0.05198
C -0.17485 -0.12674 -0.43359
C 0.63822 -0.93899 -1.10609
H 0.19309 0.34852 0.49154
H -1.06958 0.33725 -0.80957
*
```

=====

No. 6
Density functional theory data (ωB97M-V/def2-TZVPD) for the ion C11H17N2 with charge +1 in a non-equilibrium geometry.

## Properties
**Gap between HOMO and LUMO (spin up / spin down)**: 7.43 / 7.43 eV
**Energy above the lowest of the compared OMol25 structures with the same formula, charge and spin**: 92.96 kcal/mol
**Largest force on an atom**: 0.0828 hartree/bohr
**HOMO (spin up / spin down)**: -12.6 / -12.6 eV
**SMILES**: C=C1C(C)=[NH+]C=C/C1=N\C(C)(C)C

Structure (ORCA input):
```
! RIJCOSX wB97M-V def2-TZVPD def2/J DEFGRID3
* xyz 1 1
N 0.17145 0.63449 -0.44557
N -0.89685 -2.56534 1.62822
C -0.39948 -1.65577 -0.44703
C 1.89538 2.03474 -0.50124
C -1.16125 -0.22700 1.36368
C 0.35266 2.02203 -0.29937
C -1.36185 -1.34505 2.06854
C -0.42831 -0.30974 0.12729
C 0.45806 -3.84342 0.05748
C -0.34741 -2.75948 0.45760
C -0.20958 2.66143 -1.51697
C -0.07608 2.89157 0.92201
C -0.50185 -1.86848 -1.82521
H 0.20490 -4.21196 -1.02141
H 0.55764 -4.70206 0.85888
H 2.28689 3.07466 -0.55053
H -0.23882 1.99322 -2.36592
H 2.52610 1.49237 0.20580
H -0.94798 -3.38669 2.23203
H -1.23161 2.90673 1.17756
H 2.03961 1.56868 -1.50057
H -1.24897 0.65589 1.85187
H -1.26522 3.15779 -1.35477
H -0.58633 -2.86342 -2.29390
H 1.38972 -3.29943 0.03591
H -1.76067 -1.17549 3.13018
H 0.46442 3.49576 -1.77937
H 0.54062 2.69846 1.88314
H 0.11920 4.00161 0.48679
H -0.34439 -1.07610 -2.58511
*
```

=====

- What is the formula in the second record?
  C19H37F3N3O7

=====

- largest force on an atom of number 1 (C5H6N2O)?
  0.2886 hartree/bohr

=====

What did the third record say?
Density functional theory data (ωB97M-V/def2-TZVPD) for a structure of composition C17H32ClN2O5P2Pr in a non-equilibrium geometry.

## Properties
**Gap between HOMO and LUMO (spin up / spin down)**: 5.60 / 5.61 eV
**Energy above the lowest of the compared OMol25 structures with the same formula, charge and spin**: 36.31 kcal/mol
**Expectation value of S²**: 2.00
**Largest force on an atom**: 0.1475 hartree/bohr
**HOMO (spin up / spin down)**: -14.7 / -14.7 eV

Structure (ORCA input):
```
! RIJCOSX wB97M-V def2-TZVPD def2/J DEFGRID3
* xyz 2 3
Pr 1.14570 0.17937 0.26497
Cl 2.98845 0.16539 2.16355
P 2.58147 1.94644 -1.41362
P 1.15669 -2.66984 0.27373
O -2.21390 -1.34378 -0.13592
O 3.10701 -1.73973 -2.43161
O -4.49383 2.67730 -0.00589
O -0.80928 1.73135 -2.44177
O 0.39244 -1.02297 -3.46514
N -2.83832 1.91980 -1.37053
N -1.13341 0.67491 -0.40536
C -2.71243 1.18472 2.07300
C 0.04871 -2.59447 1.75043
C -3.29395 0.66030 0.71963
C -4.38689 -1.39837 1.84952
C 0.21936 -3.72386 -0.86714
C -3.61105 1.84724 -0.20749
C 4.90466 -1.20921 -0.71170
C -3.70030 1.99670 2.88143
C 1.74939 3.19768 -0.30701
C 2.12671 2.51900 -3.07149
C 3.80854 -1.46151 -1.53034
C -4.56101 -0.23059 0.88736
C 2.44451 -3.73190 0.97936
C 0.55553 -0.61234 -2.39559
C -2.16948 -0.11989 0.04963
C 4.30907 2.47464 -1.27403
C -1.51657 1.46936 -1.46352
H -5.30743 -1.99084 1.83770
H 2.97659 -3.15107 1.74229
H -5.40803 0.39895 1.19952
H -3.22893 2.30765 3.81749
H 0.72271 3.37658 -0.66362
H -4.59360 1.40621 3.10779
H -0.71113 -3.20513 -1.12839
H 4.91666 1.85652 -1.94500
H -3.00656 2.72432 -1.95049
H -1.80559 1.78475 1.87097
H -3.99457 2.88309 2.31110
H -3.56711 -2.04521 1.51308
H 3.13999 -4.04972 0.19838
H -0.98161 -2.36976 1.43419
H 1.03251 2.50799 -3.16551
H 1.99052 -4.60819 1.45451
H 2.55853 1.83943 -3.81398
H 5.82074 -1.39250 -1.29929
H 4.90579 -0.17134 -0.33153
H -2.38165 0.28926 2.62173
H -4.81489 -0.63369 -0.10706
H -0.02278 -4.69228 -0.41687
H 2.54641 3.51937 -3.24275
H 0.10923 -3.58037 2.23900
H 2.34133 4.11985 -0.40273
H 1.73419 2.91080 0.76786
H 4.89372 -1.88289 0.16200
H 0.80476 -3.89130 -1.77768
H 0.39316 -1.83533 2.47509
H -4.20136 -1.07820 2.88311
H 4.63410 2.33552 -0.23602
H 4.40646 3.53178 -1.54935
*
```